{"formula": "C5H14O2", "method": "ωB97M-V/def2-TZVPD", "symbols": ["C", "C", "C", "C", "C", "H", "H", "H", "H", "H", "H", "H", "H", "H", "H", "H", "H", "O", "H", "H", "O"], "xyz": [[1.4692, -1.7761, -0.5316], [0.4266, -1.9980, 0.5885], [-0.1183, -0.8493, 1.3196], [0.5005, 0.3954, 1.4418], [-0.2882, 1.5819, 1.8234], [0.9454, -1.8821, -1.4780], [2.2107, -2.5677, -0.5243], [1.8901, -0.7860, -0.4101], [0.7658, -2.7081, 1.3557], [-0.4801, -2.4640, 0.1798], [-1.0519, -1.0981, 1.8175], [1.5413, 0.5648, 1.1955], [-1.0540, 1.2666, 2.5430], [-0.9766, 1.9042, 1.0359], [0.3085, 2.4319, 2.1342], [-0.3038, 1.3498, -0.7086], [0.4602, 2.1522, -1.8509], [-0.0044, 1.3427, -1.6115], [-2.2257, 0.2921, -2.5017], [-1.6408, 1.7215, -2.8674], [-2.3745, 1.1265, -2.9507]], "homo_ev": [-13.7, -13.7], "s_squared": 0.75, "de_lowest_kcal_mol": 28.75, "total_charge": 1, "e_tot_ha": -349.00724, "spin_multiplicity": 2}



{"formula": "C5H14O3", "method": "ωB97M-V/def2-TZVPD", "symbols": ["C", "O", "C", "C", "C", "C", "O", "H", "H", "H", "H", "H", "H", "H", "H", "H", "H", "H", "H", "H", "H", "O"], "xyz": [[-0.5975, -1.7204, 1.6405], [-1.9768, -2.0049, 1.6081], [-0.1091, -0.7523, 0.4939], [1.3523, -0.1401, 0.7179], [1.8224, 0.1536, -0.7529], [0.8227, 1.0348, -1.6072], [0.7779, 2.3529, -1.0315], [-0.5822, -1.1733, 2.5843], [-0.2248, -2.6648, 1.6784], [-2.3174, -2.1653, 0.6901], [-0.9502, -0.0973, 0.1909], [-0.0287, -1.3844, -0.3988], [1.9511, -0.8546, 1.2774], [1.3713, 0.8265, 1.3035], [2.7044, 0.8976, -0.7182], [2.0019, -0.7907, -1.2526], [-0.2197, 0.5899, -1.6867], [1.2732, 1.3226, -2.5769], [0.6479, 2.3972, -0.0716], [-2.4098, 2.0352, -1.1420], [-2.9246, 1.0196, 0.0023], [-2.3846, 1.1183, -0.9489]], "smiles": "OCCCCCO.O", "homo_ev": -10.0, "de_lowest_kcal_mol": 37.48, "e_tot_ha": -424.54651}



{"formula": "C5H14O3", "method": "ωB97M-V/def2-TZVPD", "symbols": ["C", "C", "C", "C", "C", "H", "H", "H", "H", "H", "H", "H", "H", "H", "H", "O", "H", "H", "O", "H", "H", "O"], "xyz": [[0.3665, -2.9932, 0.0038], [0.7120, -1.8349, -0.5688], [0.3252, -0.5331, -0.0864], [0.5299, 0.5971, -0.7885], [0.3054, 2.0275, -0.2731], [0.4755, -3.9568, -0.4691], [-0.0586, -2.9624, 0.9987], [1.1455, -1.7570, -1.5667], [-0.2055, -0.3488, 0.8477], [1.0231, 0.5580, -1.7454], [-0.2704, 1.9543, 0.6458], [1.3248, 2.3960, -0.1615], [-0.2960, 2.5852, -0.9840], [-3.5430, 0.5899, -1.7131], [-2.1552, -0.0348, -1.7182], [-2.7312, 0.5619, -1.2229], [-3.0269, 0.7771, 2.3175], [-2.4595, 0.6312, 0.9209], [-2.1782, 0.6712, 1.8547], [2.4886, 0.6589, 0.8124], [3.7741, -0.1514, 0.9360], [3.4479, 0.7231, 0.7727]], "smiles": "C=C/C=C/C.O.O.O", "homo_ev": -8.6, "de_lowest_kcal_mol": 17.16, "e_tot_ha": -424.57888}



{"formula": "C5H14O5PS", "method": "ωB97M-V/def2-TZVPD", "symbols": ["C", "O", "C", "C", "C", "C", "S", "O", "P", "O", "O", "O", "H", "H", "H", "H", "H", "H", "H", "H", "H", "H", "H", "H", "H", "H"], "xyz": [[4.5583, -0.0095, 0.3172], [3.2759, 0.5201, 0.0349], [2.3130, -0.4624, -0.2629], [0.9784, -0.0098, 0.3143], [0.3246, 1.0564, -0.5786], [-1.1760, 1.2472, -0.3569], [-2.1926, -0.0163, -1.1262], [-1.3231, -1.3777, -1.0713], [-3.7465, -0.2136, 0.3790], [-3.9734, 1.1400, 0.8763], [-3.1647, -1.2402, 1.4195], [-4.9023, -0.9266, -0.3853], [5.2138, 0.8318, 0.5173], [4.9646, -0.5525, -0.5361], [4.5314, -0.6420, 1.2042], [2.2164, -0.5637, -1.3484], [2.5960, -1.4393, 0.1304], [0.3175, -0.8540, 0.4836], [1.1781, 0.4531, 1.2790], [0.7694, 2.0177, -0.3298], [0.5407, 0.8900, -1.6330], [-1.4023, 1.3627, 0.7000], [-1.5230, 2.1547, -0.8479], [-1.9059, -2.1435, -1.1813], [-2.7342, -0.7240, 2.1176], [-5.7340, -0.4986, -0.1156]], "homo_ev": -12.5, "total_charge": 1, "e_tot_ha": -1314.43082}



{"formula": "C5H14OP", "method": "ωB97M-V/def2-TZVPD", "symbols": ["C", "C", "C", "C", "C", "O", "P", "H", "H", "H", "H", "H", "H", "H", "H", "H", "H", "H", "H", "H", "H"], "xyz": [[-2.2490, 0.5523, 0.9628], [0.0512, -2.1092, -0.7876], [2.6369, 0.5030, 0.2095], [-0.7872, 0.6137, 1.4820], [0.0400, -0.7001, -1.4171], [-0.1171, 1.8482, -0.9128], [0.2730, 0.5328, -0.0952], [-2.9994, 0.4232, 1.9064], [-2.5962, 1.4687, 0.5049], [-2.6005, -0.0923, 0.2266], [-0.7680, -2.2926, -0.2754], [0.0543, -3.0144, -1.4282], [0.8677, -2.3183, -0.2143], [2.8117, 0.5164, 1.2130], [3.0372, 1.4800, -0.2131], [2.9065, -0.2416, -0.5402], [-0.4246, -0.2114, 2.0930], [-0.4071, 1.5049, 1.9302], [-0.9183, -0.4436, -1.8758], [0.8844, -0.7390, -1.9998], [0.3044, 2.7193, -0.7690]], "homo_ev": -14.6, "de_lowest_kcal_mol": 53.14, "total_charge": 1, "e_tot_ha": -615.17624}



{"formula": "C5H14OP", "method": "ωB97M-V/def2-TZVPD", "symbols": ["C", "C", "C", "C", "C", "O", "P", "H", "H", "H", "H", "H", "H", "H", "H", "H", "H", "H", "H", "H", "H"], "xyz": [[-1.5185, 0.2088, 2.2743], [1.8662, 1.6184, -0.7723], [0.9837, -1.8756, -0.5175], [-1.5124, 0.5030, -2.2445], [-0.2470, -0.5417, 1.7630], [1.4127, 0.6991, 0.2246], [0.2289, -0.2951, 0.0781], [-2.0714, -0.1047, 3.2262], [-1.4231, 1.2972, 2.1216], [-2.2994, 0.0570, 1.5763], [2.7774, 2.1580, -0.2616], [1.0653, 2.2905, -0.9436], [2.0499, 1.0772, -1.7395], [0.5944, -2.0178, -1.5383], [0.5038, -2.8438, -0.0547], [1.9999, -1.9043, -0.5533], [-1.8382, -0.4829, -2.5556], [-0.5759, 0.9762, -2.5130], [-2.1964, 1.0429, -1.6152], [-0.3353, -1.6280, 1.6479], [0.5354, -0.2344, 2.3971]], "homo_ev": [-13.6, -13.8], "de_lowest_kcal_mol": 94.13, "total_charge": 1, "e_tot_ha": -615.11092}